1.
Below is a single C4H6ClNOS molecule in a non-equilibrium geometry, with properties calculated with ωB97M-V with the def2-TZVPD basis set.

Each line ends with the natural charge from an NBO analysis.
Atoms and positions in Å:
Cl  3.034  0.114  -0.643  -0.065
S  -0.177  2.229  -0.083  -0.124
O  0.558  -1.567  0.519  -0.526
N  -0.126  -0.457  0.049  -0.126
C  -2.468  0.021  -0.448  -0.395
C  0.475  0.716  0.092  0.072
C  -1.432  -0.817  -0.424  -0.054
C  1.900  0.722  0.587  -0.438
H  -1.555  -1.852  -0.681  0.218
H  -2.352  1.049  -0.057  0.241
H  2.222  1.756  0.783  0.261
H  -3.333  -0.274  -0.977  0.210
H  1.995  0.037  1.459  0.245
H  1.258  -1.677  -0.175  0.481

Results
* SMILES: C=CN(O)C(=S)CCl
* HOMO level: -8.483 eV
* max |F|: 2.1 eV/A



2.
Below is a single C22H26N6O2 molecule in a non-equilibrium geometry, with properties calculated with ωB97M-V with the def2-TZVPD basis set.

Each line ends with the natural charge from an NBO analysis.
Atoms and positions in Å:
O  1.398  3.192  -0.813  -0.669
O  -4.322  2.618  0.270  -0.626
N  -0.885  -0.106  1.194  -0.071
N  -4.062  0.541  -0.541  -0.631
N  -1.617  1.031  1.132  -0.211
N  0.253  0.111  0.674  -0.211
N  -1.267  3.295  0.379  -0.810
N  2.477  1.190  -0.701  -0.610
C  -2.980  1.104  1.573  -0.324
C  6.252  -1.945  -0.195  -0.219
C  3.731  1.639  -1.244  -0.214
C  -5.118  -1.618  1.105  -0.645
C  -3.435  -0.739  -0.571  0.144
C  4.859  1.574  -0.199  -0.429
C  -1.382  -4.490  -0.571  -0.632
C  -1.701  -2.155  -1.416  -0.165
C  -0.895  2.011  0.538  0.376
C  1.442  2.020  -0.455  0.653
C  -2.126  -3.191  -0.595  0.017
C  -3.869  1.495  0.385  0.674
C  -3.906  -1.774  0.233  -0.021
C  5.126  0.150  0.193  -0.032
C  -3.235  -2.989  0.208  -0.219
C  5.544  -2.528  0.842  -0.225
C  0.326  1.393  0.242  -0.142
C  4.423  -0.444  1.235  -0.238
C  -1.882  0.168  -2.335  -0.641
C  6.041  -0.617  -0.519  -0.172
C  4.629  -1.774  1.556  -0.188
C  -2.342  -0.928  -1.421  -0.018
H  -4.854  -1.748  2.154  0.221
H  -5.849  -2.385  0.856  0.229
H  -5.583  -0.644  0.979  0.222
H  3.577  2.671  -1.568  0.236
H  -4.561  0.833  -1.373  0.411
H  6.595  -0.166  -1.330  0.201
H  -0.859  -0.009  -2.656  0.228
H  -2.246  3.537  0.356  0.418
H  -0.844  -2.302  -2.056  0.202
H  -1.925  1.142  -1.850  0.220
H  -2.517  0.209  -3.221  0.220
H  -0.619  3.836  -0.178  0.438
H  3.712  0.140  1.803  0.218
H  4.562  2.160  0.672  0.218
H  -1.997  -5.286  -0.160  0.214
H  -0.494  -4.386  0.052  0.228
H  -1.058  -4.770  -1.571  0.217
H  3.997  1.023  -2.110  0.192
H  -3.592  -3.791  0.838  0.205
H  5.756  2.022  -0.631  0.216
H  6.971  -2.527  -0.754  0.211
H  5.708  -3.565  1.094  0.213
H  2.424  0.259  -0.313  0.418
H  -3.086  1.873  2.346  0.236
H  -3.244  0.126  1.973  0.255
H  4.072  -2.222  2.367  0.214

Results
* SMILES: Cc1cc(C)c(NC(=O)Cn2nnc(C(=O)NCCc3ccccc3)c2N)c(C)c1
* HOMO level: -8.345 eV
* max |F|: 1.2 eV/A